Record 1
Formula: C4H9NO
Source: the OMol25 dataset
Level of theory: ωB97M-V/def2-TZVPD

For the HOMO energy, the calculation gives -8.59 eV. The spin multiplicity is 1. As for the energy above the lowest of the compared OMol25 structures with the same formula, charge and spin: 80.9 kcal/mol. The total energy is -7828.810 eV. The gap between HOMO and LUMO is 9.520 eV.

Atoms and positions in Å:
C: 0.349 1.459 0.687
N: 0.203 0.164 0.044
C: 1.231 -0.068 -0.962
C: -1.129 -0.075 -0.410
C: -1.827 -1.184 -0.202
O: -2.486 -2.144 -0.091
H: 0.208 2.304 -0.015
H: 1.350 1.557 1.127
H: -0.388 1.549 1.488
H: 2.224 -0.070 -0.491
H: 1.070 -1.046 -1.418
H: 1.239 0.691 -1.766
H: -1.678 0.669 -0.990
H: -0.371 -1.600 1.608
H: 0.006 -2.207 1.392

Here are the Mulliken charges for atoms 1 to 8, given in e: -1.03 0.10 -0.97 -0.30 0.34 -0.36 0.35 0.32

---

Record 2
Formula: C11H19I2N2OP
Source: the OMol25 dataset
Level of theory: ωB97M-V/def2-TZVPD

For the HOMO energy, the calculation gives -9.03 eV. The spin multiplicity is 1. As for the energy above the lowest of the compared OMol25 structures with the same formula, charge and spin: 86.2 kcal/mol. The total energy is -42227.133 eV. The gap between HOMO and LUMO is 8.768 eV.

Atoms and positions in Å:
C: 4.789 -2.393 -0.920
C: 4.267 -1.223 -1.942
O: 5.033 -0.964 -3.037
N: 3.039 -0.355 -1.773
C: 3.184 0.464 -0.510
P: 1.517 -1.281 -1.835
C: -0.183 -2.220 -1.755
I: -0.574 -3.091 -3.725
C: -1.403 -1.286 -1.159
C: -2.858 -2.062 -1.096
I: -0.854 -0.892 0.968
H: 4.114 -2.392 0.052
H: 5.913 -2.206 -0.564
H: 4.681 -3.461 -1.416
H: 3.889 -0.051 0.301
H: 3.719 1.501 -0.761
H: 2.182 0.725 0.034
H: 2.002 -2.250 -0.872
H: 1.617 -1.518 -3.277
H: 0.809 -0.049 -1.472
H: -0.064 -3.124 -0.986
H: -1.514 -0.266 -1.743
H: -3.751 -1.310 -0.855
H: -2.860 -2.832 -0.186
H: -3.132 -2.653 -2.076
N: -2.216 3.310 1.407
C: -2.338 2.140 2.070
C: -3.045 1.994 3.252
C: -3.664 3.117 3.792
C: -3.555 4.337 3.133
C: -2.829 4.383 1.954
H: -1.835 1.294 1.611
H: -3.112 1.029 3.741
H: -4.226 3.042 4.718
H: -4.025 5.231 3.528
H: -2.718 5.311 1.400

Here are the Mulliken charges for atoms 1 to 8, given in e: -0.80 0.33 -0.55 -0.12 -0.69 0.53 -0.72 0.06

---

Record 3
Formula: ArH22O11
Source: the OMol25 dataset
Level of theory: ωB97M-V/def2-TZVPD

For the HOMO energy, the calculation gives -10.13 eV. The spin multiplicity is 1. As for the energy above the lowest of the compared OMol25 structures with the same formula, charge and spin: 19.3 kcal/mol. The total energy is -37234.486 eV. The gap between HOMO and LUMO is 9.907 eV.

Atoms and positions in Å:
Ar: 0.036 0.470 0.928
O: 0.519 -0.787 4.350
H: -0.282 -0.993 4.833
H: 0.472 -1.332 3.565
O: 2.404 0.551 -2.509
H: 3.133 0.358 -3.098
H: 2.821 0.794 -1.682
O: -1.483 4.082 -1.594
H: -1.452 3.136 -1.454
H: -0.943 4.447 -0.892
O: -3.577 1.322 1.338
H: -4.299 1.815 0.949
H: -2.938 1.990 1.588
O: -2.644 -2.231 0.592
H: -2.689 -1.638 1.342
H: -3.524 -2.211 0.216
O: -2.407 1.276 -1.369
H: -3.134 1.215 -1.989
H: -2.792 1.048 -0.523
O: 1.281 -1.930 -2.286
H: 1.438 -1.024 -2.550
H: 0.396 -1.924 -1.922
O: 3.121 -0.559 2.224
H: 2.874 -1.392 1.823
H: 3.175 0.054 1.491
O: 3.496 1.226 0.041
H: 4.365 0.983 -0.279
H: 3.539 2.175 0.158
O: 1.777 -2.589 0.716
H: 1.023 -3.167 0.830
H: 1.656 -2.204 -0.152
O: -1.575 -1.156 -1.841
H: -1.787 -0.227 -1.749
H: -2.001 -1.575 -1.093

Here are the Mulliken charges for atoms 1 to 8, given in e: 0.00 -0.59 0.30 0.29 -0.71 0.32 0.43 -0.63

---

Record 4
Formula: C6H22N2O4
Source: the OMol25 dataset
Level of theory: ωB97M-V/def2-TZVPD

For the HOMO energy, the calculation gives -8.31 eV. The spin multiplicity is 1. As for the energy above the lowest of the compared OMol25 structures with the same formula, charge and spin: 25.8 kcal/mol. The total energy is -17748.611 eV. The gap between HOMO and LUMO is 8.765 eV.

Atoms and positions in Å:
C: 2.606 1.100 -0.640
C: 1.279 0.757 0.035
C: 0.200 1.703 -0.663
C: -1.226 1.221 -0.882
C: -1.771 1.510 -2.082
C: -3.233 0.665 0.319
N: -1.792 0.564 0.173
N: 1.258 1.069 1.473
H: 3.356 0.429 -0.220
H: 2.574 0.847 -1.703
H: 2.789 2.171 -0.585
H: 0.971 -0.281 -0.074
H: 0.169 2.576 -0.021
H: 0.648 1.866 -1.636
H: -2.798 1.224 -2.283
H: -1.302 2.258 -2.700
H: -3.523 0.631 1.368
H: -3.786 -0.055 -0.285
H: -3.555 1.661 -0.003
H: -1.240 0.383 0.992
H: 1.823 0.338 1.908
H: 1.772 1.915 1.702
H: -0.019 -2.240 1.852
H: 0.406 -1.090 2.635
O: 0.360 -2.024 2.731
H: 2.237 -2.049 3.312
H: 2.619 -2.576 2.024
O: 2.976 -1.966 2.682
H: -1.170 -2.117 -0.243
H: 0.044 -3.068 -0.455
O: -0.425 -2.536 0.196
H: -0.678 -0.926 -2.686
H: -0.902 -2.062 -3.582
O: -0.666 -1.900 -2.659

Here are the Mulliken charges for atoms 1 to 8, given in e: -1.72 0.89 -1.11 0.78 -1.28 -1.18 0.03 -0.65

---

Record 5
Formula: C31H43N4O3
Source: the OMol25 dataset
Level of theory: ωB97M-V/def2-TZVPD

For the HOMO energy, the calculation gives -9.35 eV. The spin multiplicity is 1. As for the energy above the lowest of the compared OMol25 structures with the same formula, charge and spin: 99.9 kcal/mol. The total energy is -44937.699 eV. The charge is +1. The gap between HOMO and LUMO is 4.630 eV.

Atoms and positions in Å:
C: -4.530 -0.348 1.824
N: -3.359 -0.360 2.625
C: -2.961 -1.588 3.197
C: -1.533 -1.592 3.757
C: -0.670 -0.462 3.257
N: 0.681 -0.658 3.217
C: 1.204 -1.999 3.462
C: 2.725 -2.072 3.568
O: 3.390 -1.156 2.694
C: 2.990 0.192 2.937
C: 1.499 0.413 2.687
C: -1.249 0.742 2.952
C: -2.724 0.863 3.061
H: -5.121 0.561 2.006
H: -4.283 -0.383 0.741
H: -5.117 -1.257 2.023
H: -3.683 -1.882 3.992
H: -3.069 -2.368 2.424
H: -1.640 -1.528 4.850
H: -1.100 -2.582 3.539
H: 0.784 -2.373 4.406
H: 0.884 -2.685 2.655
H: 3.024 -1.904 4.622
H: 3.052 -3.064 3.232
H: 3.231 0.496 3.979
H: 3.573 0.787 2.218
H: 1.326 0.567 1.605
H: 1.241 1.347 3.194
H: -0.719 1.610 2.564
H: -3.113 1.682 2.446
H: -3.005 1.075 4.117
C: 4.070 8.851 -0.957
C: 3.833 7.618 -0.085
N: 2.462 7.161 -0.225
C: 1.941 6.289 0.719
C: 2.767 5.676 1.692
C: 2.228 4.785 2.603
C: 0.822 4.600 2.703
C: 0.252 3.782 3.722
C: -0.801 4.245 4.541
C: -0.980 5.636 4.800
C: -1.896 6.062 5.739
C: -2.840 5.147 6.238
N: -3.951 5.577 6.954
C: -3.981 6.947 7.450
C: -4.990 7.003 8.591
O: -6.295 6.586 8.173
C: -6.329 5.299 7.551
C: -5.235 5.061 6.508
C: -2.693 3.762 5.987
C: -1.663 3.322 5.195
C: -0.010 5.321 1.797
C: 0.538 6.084 0.787
C: 1.825 7.195 -1.537
C: 2.315 8.321 -2.445
O: 3.701 8.613 -2.320
H: 3.508 9.707 -0.526
H: 5.143 9.088 -1.001
H: 4.566 6.836 -0.359
H: 4.005 7.898 0.961
H: 3.839 5.882 1.728
H: 2.860 4.254 3.318
H: 0.763 2.872 4.034
H: -0.376 6.362 4.261
H: -1.955 7.111 6.015
H: -2.988 7.213 7.833
H: -4.265 7.669 6.658
H: -4.596 6.380 9.419
H: -5.118 8.042 8.926
H: -6.281 4.495 8.317
H: -7.310 5.267 7.051
H: -5.558 5.549 5.559
H: -5.159 3.984 6.325
H: -3.410 3.052 6.399
H: -1.531 2.260 4.992
H: -1.095 5.254 1.886
H: -0.108 6.568 0.055
H: 1.977 6.231 -2.064
H: 0.745 7.332 -1.422
H: 2.175 8.023 -3.488
H: 1.711 9.224 -2.237

Here are the Mulliken charges for atoms 1 to 8, given in e: -1.16 0.21 -1.24 -0.79 0.54 0.05 -0.55 -0.71

---

Record 6
Formula: C27H22ClCrN6O2PS3
Source: the OMol25 dataset
Level of theory: ωB97M-V/def2-TZVPD

For the HOMO energy (alpha / beta), the calculation gives 0.57 / -1.50 eV. The spin multiplicity is 5. As for the expectation value of S²: 6.0686. As for the energy above the lowest of the compared OMol25 structures with the same formula, charge and spin: 6.4 kcal/mol. The total energy is -124129.108 eV. The charge is -2. The gap between HOMO and LUMO (alpha / beta) is 3.875 / 5.934 eV.

Atoms and positions in Å:
Cr: -0.964 -19.274 6.681
Cl: -3.611 -14.561 11.702
C: -2.978 -15.484 10.356
C: -2.028 -14.832 9.505
C: -1.451 -15.469 8.432
C: -1.610 -16.863 8.270
O: -0.817 -17.434 7.451
C: -2.532 -17.550 9.169
C: -2.817 -18.913 8.911
O: -2.512 -19.568 7.826
C: -3.119 -16.857 10.220
H: -1.748 -13.870 9.867
H: -0.875 -14.986 7.632
H: -3.297 -19.478 9.708
H: -3.769 -17.386 10.865
S: 0.545 -22.167 3.464
C: 0.239 -21.167 4.786
S: -0.852 -21.639 6.041
S: 0.865 -19.560 5.041
N: 1.959 -22.435 10.178
N: 1.577 -21.379 9.411
N: 2.264 -20.243 9.478
C: 1.495 -19.369 8.857
N: 0.352 -20.020 8.401
N: 0.353 -21.268 8.788
H: 1.278 -23.188 10.111
H: 2.966 -22.797 10.014
H: 1.716 -18.326 8.723
N: -1.941 -18.592 5.280
P: -2.672 -17.753 4.181
C: -2.843 -18.721 2.641
C: -2.403 -20.050 2.717
C: -2.561 -20.778 1.512
C: -3.280 -20.298 0.405
C: -3.592 -18.929 0.356
C: -3.299 -18.113 1.453
C: -4.351 -17.229 4.580
C: -5.038 -17.974 5.508
C: -6.280 -17.560 6.009
C: -6.884 -16.400 5.495
C: -6.269 -15.721 4.438
C: -4.993 -16.158 3.995
C: -1.640 -16.315 3.837
C: -1.529 -15.265 4.735
C: -0.612 -14.243 4.542
C: 0.114 -14.231 3.365
C: -0.064 -15.275 2.383
C: -0.882 -16.335 2.665
H: -2.016 -20.597 3.598
H: -2.120 -21.752 1.572
H: -3.641 -20.975 -0.365
H: -3.890 -18.558 -0.618
H: -3.484 -17.011 1.449
H: -4.636 -18.928 5.800
H: -6.718 -18.184 6.769
H: -7.811 -16.036 5.920
H: -6.767 -14.829 4.015
H: -4.518 -15.622 3.168
H: -2.098 -15.361 5.640
H: -0.475 -13.470 5.321
H: 0.868 -13.421 3.174
H: 0.453 -15.214 1.466
H: -0.850 -17.181 1.969

Here are the Mulliken charges for atoms 1 to 8, given in e: 0.64 -0.31 0.25 -0.60 -0.54 0.58 -0.64 1.09

---

Record 7
Formula: C7H15Cl4FNNbO4P
Source: the OMol25 dataset
Level of theory: ωB97M-V/def2-TZVPD

For the HOMO energy, the calculation gives -4.52 eV. The spin multiplicity is 1. The total energy is -80827.864 eV. The charge is -1. The gap between HOMO and LUMO is 6.828 eV.

Atoms and positions in Å:
C: 2.466 -0.482 2.354
C: 1.031 -0.299 1.892
Cl: 0.731 -1.405 0.492
C: 0.610 1.135 1.564
Cl: 1.797 1.802 0.379
Nb: -1.580 1.736 1.270
C: -1.688 0.616 3.173
F: -3.405 2.132 1.395
C: -2.101 0.390 -0.521
C: -1.472 0.110 -1.811
O: -0.996 0.780 -2.646
Cl: -1.565 -1.787 -2.213
P: -1.053 3.942 -0.031
O: -0.036 4.920 0.822
Cl: 0.061 3.708 -1.786
H: 3.160 -0.331 1.528
H: 2.689 0.245 3.142
H: 2.623 -1.491 2.741
H: 0.367 -0.642 2.684
H: 0.799 1.685 2.499
H: -1.234 3.152 2.336
H: -1.766 -0.451 2.922
H: -2.575 0.953 3.717
H: -0.832 0.757 3.836
H: -3.111 0.746 -0.770
H: -2.237 -0.548 0.032
H: 0.045 5.775 0.386
C: 0.917 -3.370 -4.110
N: 1.853 -4.510 -4.310
O: 3.021 -4.265 -4.543
O: 1.384 -5.630 -4.231
H: 1.477 -2.449 -4.214
H: 0.137 -3.462 -4.859
H: 0.484 -3.460 -3.119

Here are the Mulliken charges for atoms 1 to 8, given in e: -1.39 0.42 -0.17 -0.50 -0.22 -0.15 -1.19 -0.64

---

Record 8
Formula: C37H38N7O5S4V
Source: the OMol25 dataset
Level of theory: ωB97M-V/def2-TZVPD

For the HOMO energy (alpha / beta), the calculation gives -2.61 / -4.13 eV. The spin multiplicity is 4. As for the expectation value of S²: 3.7831. As for the energy above the lowest of the compared OMol25 structures with the same formula, charge and spin: 25.1 kcal/mol. The total energy is -128684.608 eV. The charge is -1. The gap between HOMO and LUMO (alpha / beta) is 4.841 / 6.340 eV.

Atoms and positions in Å:
V: -0.561 1.043 -0.971
N: -0.935 -0.169 -3.848
C: -1.490 -1.029 -2.877
C: -1.981 -2.240 -3.301
C: -2.631 -3.091 -2.397
C: -2.747 -2.653 -1.075
C: -2.188 -1.461 -0.702
N: -1.540 -0.603 -1.580
C: -0.832 1.195 -3.840
C: -0.515 1.853 -5.041
C: -0.517 3.215 -5.070
C: -0.885 3.919 -3.919
C: -1.153 3.214 -2.777
N: -1.078 1.869 -2.712
H: -0.541 -0.616 -4.657
H: -1.868 -2.520 -4.343
H: -3.026 -4.045 -2.720
H: -3.238 -3.261 -0.324
H: -2.185 -1.164 0.335
H: -0.243 1.270 -5.911
H: -0.242 3.738 -5.978
H: -0.935 4.999 -3.910
H: -1.414 3.718 -1.856
N: -3.861 0.655 7.508
C: -3.021 0.397 6.417
C: -3.318 -0.630 5.523
C: -2.540 -0.824 4.393
C: -1.464 0.010 4.145
C: -1.137 1.016 5.045
C: -1.911 1.209 6.176
S: -0.365 -0.309 2.789
O: -0.567 -1.698 2.448
O: 0.920 0.103 3.274
N: -0.762 0.548 1.455
C: -1.893 1.251 1.326
N: -2.166 1.592 0.017
C: -3.261 2.291 -0.245
C: -4.122 2.705 0.742
C: -3.785 2.329 2.038
N: -2.718 1.623 2.335
H: -4.432 -0.114 7.812
H: -3.438 1.166 8.265
H: -4.163 -1.282 5.720
H: -2.751 -1.632 3.703
H: -0.261 1.623 4.853
H: -1.653 1.990 6.883
H: -3.457 2.495 -1.291
H: -5.004 3.287 0.519
H: -4.411 2.598 2.885
C: 1.605 4.492 -0.684
C: 0.840 3.535 0.221
C: 1.655 3.210 1.467
O: 0.504 2.371 -0.475
H: 1.823 5.427 -0.157
H: 1.031 4.713 -1.586
H: 2.544 4.022 -0.988
H: -0.090 4.039 0.543
H: 2.637 2.848 1.159
H: 1.177 2.416 2.039
H: 1.775 4.102 2.091
O: 2.082 -0.908 0.833
S: 1.181 -1.599 -0.125
C: 1.060 -3.334 0.428
C: 0.273 -4.253 -0.251
C: 0.236 -5.572 0.182
C: 0.976 -5.960 1.294
C: 1.741 -5.023 1.980
C: 1.783 -3.704 1.547
C: 2.272 -2.106 -1.495
C: 3.623 -1.867 -1.346
C: 4.478 -2.071 -2.422
C: 3.977 -2.527 -3.633
C: 2.619 -2.797 -3.762
C: 1.763 -2.586 -2.694
H: -0.318 -3.943 -1.105
H: -0.366 -6.298 -0.352
H: 0.939 -6.987 1.637
H: 2.306 -5.328 2.852
H: 2.347 -2.940 2.071
H: 3.975 -1.467 -0.401
H: 5.531 -1.838 -2.328
H: 4.638 -2.638 -4.484
H: 2.222 -3.147 -4.709
H: 0.698 -2.758 -2.810
C: 4.645 1.536 -0.277
O: 3.392 1.302 -0.910
C: 3.345 1.165 -2.248
S: 4.707 1.369 -3.212
S: 1.798 0.746 -2.823
H: 4.469 1.363 0.783
H: 4.984 2.557 -0.454
H: 5.405 0.857 -0.658

Here are the Mulliken charges for atoms 1 to 8, given in e: 0.16 0.53 -0.23 -0.60 -0.79 -0.73 -0.24 1.04

---

- Look up the spin multiplicity of the third one.
  1